The following is a quantum chemistry calculation of a molecular structure, C52H36F14IrN10O2P at a distorted geometry, from the Open Molecules 2025 dataset.

Last column: Mulliken charge in e.
CARTESIAN COORDINATES (ANGSTROEM)
1 Ir -0.137 -1.091 1.045  2.991
2 C 4.450 -0.837 -2.296  -1.558
3 N 3.630 -0.845 -1.096  0.927
4 C 2.356 -1.215 -0.937  -0.319
5 N 1.978 -0.934 0.292  -0.372
6 C 3.100 -0.424 0.876  -0.911
7 N 4.122 -0.347 0.061  -1.023
8 C 4.221 0.397 -3.156  0.858
9 C 5.285 1.265 -3.468  -0.627
10 C 5.123 2.365 -4.317  -1.311
11 C 3.901 2.617 -4.887  -0.461
12 C 2.813 1.764 -4.564  -0.070
13 C 2.986 0.666 -3.685  0.821
14 C 1.579 1.945 -5.199  0.517
15 N 1.321 2.649 -6.319  -0.288
16 N 0.071 2.383 -6.668  -0.539
17 C -0.434 1.563 -5.736  0.569
18 O 0.481 1.273 -4.787  -0.043
19 C -1.728 0.962 -5.641  0.045
20 C -2.334 0.450 -6.796  -1.045
21 C -3.500 -0.278 -6.662  -0.844
22 C -4.061 -0.477 -5.405  -0.688
23 C -3.496 0.084 -4.255  0.618
24 C -4.210 -0.033 -2.928  -0.928
25 N -3.450 -0.690 -1.854  1.035
26 C -2.164 -0.597 -1.512  -0.385
27 N -1.972 -1.177 -0.347  -0.506
28 C -3.203 -1.666 -0.020  -0.607
29 N -4.126 -1.386 -0.910  -1.088
30 C -2.328 0.812 -4.383  0.051
31 H 4.235 -1.739 -2.867  0.356
32 H 5.483 -0.879 -1.965  0.447
33 H 1.739 -1.676 -1.694  0.567
34 H 3.154 -0.136 1.912  0.877
35 H 6.264 1.069 -3.045  0.467
36 H 5.964 3.008 -4.535  0.491
37 H 3.752 3.448 -5.564  0.475
38 H 2.143 0.018 -3.478  0.604
39 H -1.873 0.597 -7.764  0.559
40 H -3.976 -0.698 -7.538  0.436
41 H -4.974 -1.054 -5.322  0.436
42 H -5.125 -0.605 -3.032  0.493
43 H -4.482 0.962 -2.575  0.258
44 H -1.408 -0.089 -2.084  0.347
45 H -3.410 -2.194 0.898  0.612
46 H -1.894 1.321 -3.530  1.012
47 F -6.437 3.971 0.959  -0.273
48 C -5.529 4.434 1.828  0.821
49 F -5.311 5.725 1.541  -0.256
50 F -6.073 4.382 3.050  -0.241
51 C -4.246 3.644 1.770  0.141
52 C -4.197 2.430 1.113  -0.728
53 C -3.004 1.718 1.082  -0.074
54 C -1.867 2.213 1.705  -0.098
55 C -1.937 3.431 2.384  -0.237
56 C -3.121 4.144 2.416  -1.190
57 P -0.276 1.333 1.537  1.746
58 C 0.634 2.431 0.393  -0.844
59 C 0.659 2.030 -0.940  0.036
60 C 1.238 2.825 -1.910  -0.445
61 C 1.813 4.033 -1.548  0.068
62 C 1.809 4.445 -0.224  -1.020
63 C 1.221 3.642 0.748  0.202
64 C 2.415 4.889 -2.629  0.535
65 F 1.466 5.528 -3.325  -0.281
66 F 3.099 4.126 -3.518  -0.026
67 F 3.259 5.798 -2.149  -0.287
68 C 0.497 1.526 3.168  -0.147
69 C 1.879 1.628 3.301  -1.188
70 C 2.474 1.514 4.549  -1.398
71 C 1.682 1.297 5.666  0.587
72 C 0.302 1.235 5.552  -0.978
73 C -0.290 1.346 4.304  -1.109
74 C 2.327 1.161 7.022  0.811
75 F 1.589 0.401 7.840  -0.250
76 F 2.480 2.357 7.607  -0.260
77 F 3.541 0.601 6.927  -0.268
78 H -5.083 2.036 0.633  0.601
79 H -2.971 0.762 0.581  0.446
80 H -1.068 3.826 2.897  0.387
81 H -3.174 5.089 2.942  0.471
82 H 0.230 1.067 -1.205  -0.434
83 H 1.262 2.512 -2.948  0.811
84 H 2.271 5.383 0.052  0.570
85 H 1.242 3.960 1.783  0.515
86 H 2.497 1.811 2.429  1.106
87 H 3.549 1.580 4.655  0.492
88 H -0.307 1.084 6.434  0.530
89 H -1.368 1.273 4.215  0.603
90 N 0.017 -3.337 0.372  -0.662
91 C -0.204 -4.465 0.533  0.397
92 N -0.481 -5.726 0.728  0.014
93 C -0.656 -6.691 -0.365  -0.600
94 C 0.322 -7.836 -0.167  -0.545
95 O 0.191 -8.396 1.124  -0.361
96 C 0.473 -7.451 2.142  -0.680
97 C -0.518 -6.306 2.085  -0.252
98 H -0.490 -6.198 -1.321  0.377
99 H -1.679 -7.073 -0.331  0.305
100 H 1.348 -7.479 -0.325  0.309
101 H 0.109 -8.628 -0.881  0.357
102 H 1.493 -7.064 2.027  0.326
103 H 0.395 -7.969 3.095  0.376
104 H -0.285 -5.537 2.820  0.226
105 H -1.525 -6.685 2.266  0.262
106 F 2.094 -2.169 3.162  -0.385
107 C 0.882 -2.160 3.767  0.551
108 C -0.228 -1.753 3.065  -1.402
109 C -1.419 -1.755 3.752  0.656
110 F -2.551 -1.342 3.118  -0.403
111 C -1.531 -2.140 5.072  0.287
112 F -2.705 -2.124 5.700  -0.328
113 C -0.389 -2.533 5.750  0.672
114 F -0.463 -2.903 7.022  -0.338
115 C 0.830 -2.541 5.094  0.521
116 F 1.930 -2.913 5.745  -0.379

Output
- ΔE to the lowest compared entry with this formula, charge and spin (kJ/mol) = 9.3
- spin multiplicity = 5
- frontier orbital gap (spin up / spin down) (eV) = 4.75 / 3.22
- largest force on an atom (Eh/bohr) = 0.02224
- <S²> = 6.044
- E (Eh) = -4544.4018
- E_LUMO (spin up / spin down) (eV) = -6.4 / -9.5
- net charge = +2



The following is a quantum chemistry calculation of a molecular structure, C4H7AlBeBr3F3IO9PS at a distorted geometry, from the Open Molecules 2025 dataset.

Last column: Mulliken charge in e.
CARTESIAN COORDINATES (ANGSTROEM)
1 O 1.167 3.205 1.939  -0.587
2 P 1.540 3.022 0.538  1.270
3 O 1.744 1.530 0.079  -0.228
4 O 2.918 3.743 0.238  -0.650
5 I 3.623 4.572 1.965  0.327
6 O 0.445 3.638 -0.502  -0.221
7 C -0.871 3.524 -0.145  0.694
8 F -1.276 4.597 0.513  -0.259
9 F -1.589 3.470 -1.274  -0.253
10 F -1.146 2.428 0.546  -0.211
11 H 1.091 1.279 -0.591  0.288
12 Be 1.655 6.926 1.553  -0.068
13 Br 1.768 -0.117 2.079  -0.661
14 O 1.786 -1.223 -4.056  -0.619
15 S 1.567 -1.281 -2.652  1.060
16 O 2.597 -1.828 -1.851  -0.478
17 O 0.254 -2.182 -2.332  -0.321
18 O 1.119 0.075 -2.080  -0.253
19 C -1.547 -3.219 2.621  -1.034
20 C -0.980 -3.539 1.260  0.760
21 O -0.229 -4.456 1.067  -0.507
22 C -1.406 -2.637 0.103  -0.279
23 H -1.168 -3.934 3.345  0.300
24 H -1.251 -2.214 2.924  0.304
25 H -2.642 -3.282 2.604  0.262
26 H -1.121 -1.601 0.296  0.269
27 H -2.504 -2.691 -0.035  0.085
28 H -0.938 -2.963 -0.822  0.205
29 Al -4.106 -3.739 -0.410  0.647
30 Br -0.841 -2.693 -3.683  0.062
31 Br 0.342 1.590 -3.237  0.097

Output
- frontier orbital gap (eV) = 2.63
- largest force on an atom (Eh/bohr) = 0.04446
- E (Eh) = -10149.5597
- E_LUMO (eV) = -3.6



The following is a quantum chemistry calculation of 2 unconnected molecules or ions with the total composition C3H6N2O at a distorted geometry, from the Open Molecules 2025 dataset.

Last column: Mulliken charge in e.
CARTESIAN COORDINATES (ANGSTROEM)
1 C -1.859 0.295 -0.287  -0.804
2 N -0.563 -0.164 0.154  -0.160
3 C 0.470 -0.430 -0.685  0.138
4 N 1.635 -0.646 -0.198  -0.518
5 C 1.702 0.384 1.779  -0.063
6 O 2.816 0.381 2.033  -0.185
7 H -2.033 1.348 -0.031  0.271
8 H -1.926 0.203 -1.376  0.323
9 H -2.670 -0.301 0.147  0.250
10 H 0.226 -0.448 -1.754  0.269
11 H 2.401 -0.724 -0.852  0.196
12 H -0.199 0.102 1.072  0.284

Output
- ΔE to the lowest compared entry with this formula, charge and spin (kJ/mol) = 172.4
- frontier orbital gap (eV) = 9.86
- largest force on an atom (Eh/bohr) = 0.03432
- E (Eh) = -302.6274
- E_LUMO (eV) = 0.9



The following is a quantum chemistry calculation of 2 unconnected molecules or ions with the total composition C6H9BFNO3 at a distorted geometry, from the Open Molecules 2025 dataset.

Last column: Mulliken charge in e.
CARTESIAN COORDINATES (ANGSTROEM)
1 C -0.258 -1.250 2.517  -0.727
2 O 0.694 -1.141 1.482  -0.355
3 C 0.273 -0.881 0.284  0.892
4 C 1.203 -0.875 -0.800  -0.722
5 C 0.774 -0.797 -2.082  -0.446
6 C -0.607 -0.603 -2.358  -0.443
7 C -1.461 -0.771 -1.254  -0.378
8 N -1.077 -0.877 -0.003  -0.480
9 H 0.342 -1.843 3.252  0.237
10 H -1.170 -1.635 2.115  0.391
11 H -0.578 -0.339 3.048  0.229
12 H 2.180 -0.887 -0.473  0.523
13 H 1.434 -0.739 -2.848  0.510
14 H -0.911 -0.476 -3.373  0.432
15 H -2.522 -0.745 -1.459  0.360
16 O 1.372 2.001 0.318  -0.426
17 B 0.081 2.255 0.134  0.559
18 O -0.716 2.722 1.098  -0.501
19 F -0.540 2.053 -1.053  -0.279
20 H 1.775 1.964 -0.556  0.306
21 H -0.289 2.866 2.010  0.320

Output
- ΔE to the lowest compared entry with this formula, charge and spin (kJ/mol) = 27.1
- SMILES string = COc1ccccn1.OB(O)F
- frontier orbital gap (eV) = 8.95
- largest force on an atom (Eh/bohr) = 0.10079
- E (Eh) = -639.3546
- E_LUMO (eV) = 0.5



The following is a quantum chemistry calculation of a single C7H10NOP molecule at a distorted geometry, from the Open Molecules 2025 dataset.

Last column: Mulliken charge in e.
CARTESIAN COORDINATES (ANGSTROEM)
1 C 4.149 0.450 -0.683  -0.364
2 C 3.148 -0.193 -0.562  -0.375
3 C 0.848 -0.323 -1.368  -0.768
4 C 1.786 -0.562 -0.467  0.653
5 C 1.357 -1.226 0.890  -0.599
6 C -0.050 -1.625 0.937  -0.786
7 C -2.667 1.367 -0.694  -0.927
8 N -1.452 0.860 0.103  -0.432
9 O -2.038 -1.450 -1.262  -0.702
10 P -0.950 -0.749 -0.477  0.738
11 H 5.137 0.866 -0.735  0.423
12 H 0.819 0.232 -2.342  0.394
13 H 2.028 -2.039 1.151  0.424
14 H 1.540 -0.396 1.583  0.259
15 H -0.280 -2.675 0.530  0.250
16 H -0.385 -1.619 1.926  0.491
17 H -3.201 0.674 -1.307  0.302
18 H -3.257 1.783 0.096  0.353
19 H -2.384 2.206 -1.196  0.341
20 H -1.820 0.881 1.032  0.324

Output
- ΔE to the lowest compared entry with this formula, charge and spin (kJ/mol) = 194.6
- spin multiplicity = 3
- frontier orbital gap (spin up / spin down) (eV) = 6.52 / 6.92
- largest force on an atom (Eh/bohr) = 0.20355
- <S²> = 2.019
- E (Eh) = -743.8469
- E_LUMO (spin up / spin down) (eV) = 0.9 / -2.8



The following is a quantum chemistry calculation of a single C3H2 molecule at a distorted geometry, from the Open Molecules 2025 dataset.

Last column: Mulliken charge in e.
CARTESIAN COORDINATES (ANGSTROEM)
1 C -0.594 0.342 0.215  -0.043
2 C -2.271 -0.064 -0.020  -0.053
3 C 0.628 -0.049 0.042  -0.449
4 H 1.413 0.161 0.664  0.278
5 H 0.825 -0.391 -0.902  0.268

Output
- ΔE to the lowest compared entry with this formula, charge and spin (kJ/mol) = 323.9
- frontier orbital gap (spin up / spin down) (eV) = 7.44 / 7.46
- largest force on an atom (Eh/bohr) = 0.17913
- E (Eh) = -115.1966
- E_LUMO (spin up / spin down) (eV) = -1.4 / -1.4